Version i
Formula: C4H4ClNOS
Source: the OMol25 dataset
Level of theory: ωB97M-V/def2-TZVPD

- LUMO (alpha / beta): -0.017 / -0.017 hartree
- HOMO (alpha / beta): -0.2961 / -0.2961 Ha
- Spin multiplicity: 1
- HOMO-LUMO gap (alpha / beta): 7.59 / 7.58 eV

Last column: natural (NBO) charge in e.
Positions of all 12 atoms, in Å:
Cl  0.0356  -3.7271  1.1605  0.054
S  -1.6031  -1.9095  -0.4145  0.772
O  1.4921  0.1061  1.5262  -0.643
N  -1.2852  -0.3668  -0.8017  -0.709
C  -0.3959  0.3713  -0.1838  0.031
C  -0.2549  1.7184  -0.8259  -0.606
C  -0.4785  -2.1485  0.8589  -0.467
C  0.5856  -0.1435  0.5596  0.400
H  0.6460  2.2421  -0.4135  0.204
H  2.3803  -0.1117  1.2165  0.500
H  -1.0682  2.3988  -0.8579  0.236
H  -0.0539  1.5706  -1.8243  0.229



Version ii
Formula: C4H4ClNOS
Source: the OMol25 dataset
Level of theory: ωB97M-V/def2-TZVPD

- LUMO: 0.008 hartree
- HOMO: -0.3134 Ha
- Spin multiplicity: 1
- SMILES: S=C1CO/C(=C/Cl)N1
- HOMO-LUMO gap: 8.74 eV

Last column: natural (NBO) charge in e.
Positions of all 12 atoms, in Å:
Cl  -3.0259  -1.3721  0.0343  -0.003
S  2.6343  -1.5986  -0.0149  -0.066
O  -0.1031  1.3075  -0.0336  -0.453
N  0.1133  -0.9397  0.0128  -0.585
C  1.3211  0.9577  0.0890  -0.136
C  1.4027  -0.5695  -0.0152  0.049
C  -0.7810  0.1917  -0.0201  0.451
C  -2.1169  0.0843  -0.0655  -0.382
H  1.8106  1.4841  -0.7375  0.223
H  -2.7479  0.9621  -0.1676  0.231
H  1.7019  1.4089  0.9951  0.224
H  -0.2090  -1.9165  -0.0768  0.446



Stability ranking, top and bottom: version ii is the most stable and version i is the least stable.



Version i
Formula: C4H4ClNOS
Source: the OMol25 dataset
Level of theory: ωB97M-V/def2-TZVPD

- LUMO: 0.017 hartree
- HOMO: -0.3078 Ha
- Spin multiplicity: 1
- SMILES: Cc1nsc(Cl)c1O
- HOMO-LUMO gap: 8.83 eV

Last column: natural (NBO) charge in e.
Positions of all 12 atoms, in Å:
Cl  0.6103  -2.6627  2.1709  0.066
S  0.3708  0.4289  2.4453  0.784
O  -0.1651  -1.6228  -0.9086  -0.674
N  0.1310  1.3562  1.1589  -0.644
C  0.3592  -1.0564  1.6671  -0.456
C  -0.2973  1.3893  -1.2790  -0.644
C  -0.0272  0.6957  0.0063  0.098
C  -0.0187  -0.6895  0.0790  0.273
H  -0.3293  2.4422  -1.1975  0.235
H  -1.1741  0.9459  -1.7418  0.233
H  -0.0976  -2.5318  -0.6208  0.501
H  0.6381  1.3050  -1.7797  0.230



Version ii
Formula: C4H4ClNOS
Source: the OMol25 dataset
Level of theory: ωB97M-V/def2-TZVPD

- LUMO: -0.016 hartree
- HOMO: -0.3183 Ha
- Spin multiplicity: 1
- SMILES: O=C[C@H]1SC=CN1Cl
- HOMO-LUMO gap: 8.22 eV

Last column: natural (NBO) charge in e.
Positions of all 12 atoms, in Å:
Cl  2.9140  -0.0344  -0.2993  0.053
S  -0.8244  1.2773  -0.8307  0.068
O  -1.1515  -1.9780  0.2830  -0.497
N  1.1959  -0.4839  0.1242  -0.345
C  0.3773  -0.5489  -0.9404  -0.074
C  -0.1367  1.3363  0.7818  -0.352
C  0.7092  0.3522  1.1308  -0.114
C  -0.9160  -1.2910  -0.6545  0.390
H  -0.7543  2.1580  1.3473  0.270
H  1.2149  0.2710  2.0827  0.229
H  0.8971  -0.5785  -1.8265  0.248
H  -1.6377  -1.0284  -1.3719  0.124



Stability ranking, top and bottom: version i is the most stable and version ii is the least stable.



Version i
Formula: C4H4F2N2
Source: the OMol25 dataset
Level of theory: ωB97M-V/def2-TZVPD

- LUMO: 0.016 hartree
- HOMO: -0.3353 Ha
- Spin multiplicity: 1
- SMILES: C#C/C(=N/N)C(F)F
- HOMO-LUMO gap: 9.57 eV

Last column: natural (NBO) charge in e.
Positions of all 12 atoms, in Å:
F  -0.9384  -1.5711  1.2624  -0.314
F  -1.1129  0.5419  1.6203  -0.358
N  0.7486  0.9521  -0.6782  -0.134
N  1.2189  1.7613  0.3211  -0.626
C  -0.3615  -0.9765  -1.3157  -0.055
C  -0.8085  -1.7643  -2.0952  -0.164
C  -0.2739  -0.4255  1.1058  0.531
C  0.0227  -0.0501  -0.3235  0.006
H  -1.1724  -2.4860  -2.7709  0.233
H  1.4553  2.6514  -0.0311  0.374
H  0.6486  1.8348  1.1563  0.359
H  0.5737  -0.4679  1.7489  0.147



Version ii
Formula: C4H4F2N2
Source: the OMol25 dataset
Level of theory: ωB97M-V/def2-TZVPD

- LUMO: 0.028 hartree
- HOMO: -0.3244 Ha
- Spin multiplicity: 1
- SMILES: FC(F)c1ncc[nH]1
- HOMO-LUMO gap: 9.60 eV

Last column: natural (NBO) charge in e.
Positions of all 12 atoms, in Å:
F  2.4748  0.1562  0.9148  -0.333
F  2.4052  0.4169  -1.2474  -0.372
N  -0.2350  0.7417  0.6261  -0.460
N  -0.6797  -1.0038  -0.9199  -0.410
C  1.8253  -0.3276  -0.1690  0.512
C  -1.8188  -0.4378  -0.5439  -0.055
C  0.3640  -0.1751  -0.0813  0.209
C  -1.6210  0.5781  0.3910  -0.148
H  2.2229  -1.3695  -0.5055  0.181
H  -2.8152  -0.8166  -0.7953  0.218
H  0.2750  1.3128  1.2663  0.441
H  -2.3974  0.9247  1.0641  0.218



Stability ranking, top and bottom: version ii is the most stable and version i is the least stable.



Version i
Formula: C2H3P3
Source: the OMol25 dataset
Level of theory: ωB97M-V/def2-TZVPD

- LUMO: -0.023 hartree
- HOMO: -0.3379 Ha
- Spin multiplicity: 1
- SMILES: C1=P[PH]#P=C1
- HOMO-LUMO gap: 8.58 eV

Last column: natural (NBO) charge in e.
Positions of all 8 atoms, in Å:
P  -0.5494  1.6912  0.1354  0.469
P  -1.9687  -0.0108  0.0421  -0.097
P  -0.6077  -1.7226  0.1420  0.423
C  0.8340  -0.8735  0.2204  -0.584
C  0.8264  0.8134  0.2516  -0.684
H  -2.2213  0.1230  -1.2929  0.023
H  1.7850  -1.2247  0.2605  0.206
H  1.9016  1.2039  0.2410  0.244



Version ii
Formula: C2H3P3
Source: the OMol25 dataset
Level of theory: ωB97M-V/def2-TZVPD

- LUMO: -0.041 hartree
- HOMO: -0.3177 Ha
- Spin multiplicity: 1
- HOMO-LUMO gap: 7.53 eV

Last column: natural (NBO) charge in e.
Positions of all 8 atoms, in Å:
P  -1.2506  -0.0704  -1.4941  0.291
P  0.2798  -1.4012  -1.1652  0.285
P  0.1372  1.0131  1.1062  0.737
C  -0.9188  1.1852  -0.2398  -0.978
C  0.8678  -0.6195  0.4273  -1.105
H  0.5723  -1.4507  1.1538  0.277
H  2.0378  -0.5001  0.5024  0.270
H  -1.7256  1.8435  -0.2906  0.223



Stability ranking, top and bottom: version ii is the most stable and version i is the least stable.



Version i
Formula: CH5N3O2
Source: the OMol25 dataset
Level of theory: ωB97M-V/def2-TZVPD

- LUMO: 0.032 hartree
- HOMO: -0.3858 Ha
- Spin multiplicity: 1
- SMILES: N#[N+][O-].C=N.O
- HOMO-LUMO gap: 11.37 eV

Last column: natural (NBO) charge in e.
Positions of all 11 atoms, in Å:
O  0.6974  -2.7159  1.9450  -0.319
O  0.4778  -1.8299  -0.2255  -0.900
N  0.2377  -1.7134  1.7672  0.485
N  -0.2782  -0.7182  1.9791  -0.193
N  0.3115  0.6008  -0.3905  -0.690
C  -0.8105  0.7583  0.1973  0.010
H  -1.6253  0.1693  -0.1471  0.170
H  0.6410  -1.0862  -0.5488  0.463
H  1.0378  1.2298  0.0410  0.339
H  -1.0263  1.4946  1.0102  0.168
H  1.2756  -2.2628  -0.5844  0.467



Version ii
Formula: CH5N3O2
Source: the OMol25 dataset
Level of theory: ωB97M-V/def2-TZVPD

- LUMO: 0.017 hartree
- HOMO: -0.3616 Ha
- Spin multiplicity: 1
- SMILES: NNC(=O)NO
- HOMO-LUMO gap: 10.31 eV

Last column: natural (NBO) charge in e.
Positions of all 11 atoms, in Å:
O  0.8218  0.6083  1.4580  -0.541
O  0.8649  -0.0097  -2.0712  -0.617
N  -0.9974  0.2643  -0.6045  -0.496
N  1.0622  0.0190  0.2451  -0.354
N  -1.4398  -0.7073  0.3782  -0.656
C  0.3615  0.0755  -0.9178  0.719
H  2.1107  -0.0039  0.1382  0.382
H  -1.4415  0.0365  -1.4747  0.378
H  -1.0307  -0.2686  1.2912  0.372
H  0.5987  1.6269  1.3158  0.473
H  -0.9104  -1.6410  0.2417  0.339



Version iii
Formula: CH5N3O2
Source: the OMol25 dataset
Level of theory: ωB97M-V/def2-TZVPD

- LUMO: 0.029 hartree
- HOMO: -0.3303 Ha
- Spin multiplicity: 1
- SMILES: NN=C=O.NO
- HOMO-LUMO gap: 9.79 eV

Last column: natural (NBO) charge in e.
Positions of all 11 atoms, in Å:
O  -0.5533  -1.3200  0.6329  -0.557
O  1.9874  -0.1281  0.5712  -0.523
N  -0.4788  -2.1242  -0.5434  -0.538
N  -0.1455  0.8839  0.3413  -0.559
N  -0.2092  2.1302  -0.3104  -0.616
C  0.8270  0.0853  0.5081  0.856
H  -1.0727  -0.3173  0.5367  0.518
H  -0.3492  -1.6521  -1.4364  0.350
H  -0.9208  2.6197  0.2372  0.362
H  0.6722  2.6306  -0.2117  0.347
H  0.2429  -2.8081  -0.3254  0.359



Stability ranking, top and bottom: version ii is the most stable and version i is the least stable.



Version i
Formula: C2H4N4OS
Source: the OMol25 dataset
Level of theory: ωB97M-V/def2-TZVPD

- LUMO: 0.018 hartree
- HOMO: -0.2995 Ha
- Spin multiplicity: 1
- SMILES: Nn1c(O)n[nH]c1=S
- HOMO-LUMO gap: 8.63 eV

Last column: natural (NBO) charge in e.
Positions of all 12 atoms, in Å:
S  -2.4476  0.0712  -0.1034  -0.295
O  2.5854  0.4131  -0.0711  -0.621
N  -0.0770  -1.5188  0.2024  -0.395
N  0.3058  1.9837  -0.0553  -0.651
N  1.2153  -1.4763  -0.1285  -0.352
N  0.2899  0.5319  0.1836  -0.276
C  1.4345  -0.1892  -0.0148  0.624
C  -0.7957  -0.3651  0.2283  0.247
H  3.2301  -0.2149  -0.3672  0.505
H  -0.5875  -2.3530  -0.3115  0.419
H  0.2865  2.6601  0.9537  0.400
H  -0.4215  2.1456  -0.7475  0.396



Version ii
Formula: C2H4N4OS
Source: the OMol25 dataset
Level of theory: ωB97M-V/def2-TZVPD

- LUMO: 0.020 hartree
- HOMO: -0.3487 Ha
- Spin multiplicity: 1
- SMILES: [H]/N=C1/NO/C(=N/[H])NS1
- HOMO-LUMO gap: 10.02 eV

Last column: natural (NBO) charge in e.
Positions of all 12 atoms, in Å:
S  0.7462  1.4185  -0.3590  0.426
O  -0.6043  -0.9567  -0.6627  -0.367
N  -2.6975  -0.2921  -0.1190  -0.632
N  0.5024  -1.0739  0.2205  -0.352
N  2.7002  -0.5090  -0.0948  -0.685
N  -0.8602  1.2530  0.1151  -0.794
C  -1.4882  -0.0141  -0.1713  0.658
C  1.5215  -0.1309  -0.0117  0.235
H  -3.2277  0.5984  0.1024  0.352
H  -0.9251  1.4890  1.0620  0.397
H  3.4682  0.2039  -0.0935  0.371
H  0.8646  -1.9861  0.0121  0.390



Version iii
Formula: C2H4N4OS
Source: the OMol25 dataset
Level of theory: ωB97M-V/def2-TZVPD

- LUMO: -0.028 hartree
- HOMO: -0.2969 Ha
- Spin multiplicity: 1
- HOMO-LUMO gap: 7.31 eV

Last column: natural (NBO) charge in e.
Positions of all 12 atoms, in Å:
S  0.8546  2.3974  -0.1387  0.391
O  0.2361  -2.4523  0.3253  -0.509
N  1.1236  -1.3698  0.1849  -0.285
N  1.4972  0.7784  0.2386  -0.626
N  -0.9219  -0.1430  0.1660  -0.465
N  -1.3167  0.8818  -0.6297  -0.277
C  -0.6989  1.9714  -0.7652  -0.117
C  0.5593  -0.1518  0.1409  0.515
H  1.9520  -1.4469  0.7428  0.389
H  -0.7768  -2.1454  1.3447  0.381
H  -1.1554  2.6652  -1.2497  0.191
H  -1.3532  -0.9849  -0.3598  0.414



Stability ranking, top and bottom: version i is the most stable and version iii is the least stable.